# C39H27BrF4N5O2PSTc

C39H27BrF4N5O2PSTc as an isolated structure at a distorted geometry (ωB97M-V/def2-TZVPD, the OMol25 dataset).

As for the spin multiplicity: 2. As for the net charge: +2. As for the LUMO energy (spin up / spin down): -7.70 / -6.85 eV. As for the molar mass: 914.6 g/mol. As for the expectation value of S²: 1.141. The HOMO energy (spin up / spin down) comes out at -13.267 / -13.261 eV.

Each line ends with the Mulliken spin population.
Geometry (Å):
Tc (0.0965, 0.3140, -0.5053)  1.55
Br (1.2335, -1.4595, -1.9059)  0.02
S (-2.2397, 2.6432, 0.3457)  0.00
P (2.1457, 0.0853, 0.8138)  -0.07
F (4.1464, -4.6042, 2.2688)  0.00
F (2.1239, -4.2723, -1.9833)  0.00
F (3.3902, -5.7962, -0.0802)  0.00
F (3.6040, -2.0464, 2.7307)  0.00
O (-3.8691, 2.4945, -0.2650)  0.01
O (-2.0101, 4.0471, 0.4108)  0.01
N (1.9711, 2.3751, 0.8447)  -0.10
N (-0.2284, 1.9759, 0.3367)  -0.21
N (0.5288, 4.1662, 0.3346)  -0.10
N (-1.7630, 0.7105, -1.3154)  -0.08
N (-2.2455, 5.4512, -5.6055)  0.00
C (6.1150, 0.7516, -1.4265)  0.00
C (3.1744, 0.7923, 4.7256)  0.00
C (-2.0979, 2.0296, -1.5662)  -0.06
C (-2.8949, -3.3749, 0.7805)  0.03
C (-1.9091, 4.6295, -4.6310)  0.00
C (-1.5855, -3.4154, 1.2418)  -0.02
C (-1.4488, 2.3695, -3.8946)  0.00
C (-3.3073, -2.3205, -0.0040)  0.00
C (3.1446, -4.5168, 0.1379)  0.00
C (2.4917, -3.7444, -0.8225)  -0.01
C (2.7868, 4.6018, 0.8897)  -0.12
C (2.1572, 0.2595, 2.6158)  0.00
C (3.7588, 0.4300, 0.0145)  0.01
C (-1.2695, 4.2835, -2.3221)  0.00
C (-0.7033, -2.3775, 0.9652)  0.03
C (6.1504, 0.2407, -0.1395)  0.00
C (-1.6273, 5.1177, -3.3154)  0.00
C (-4.3698, 1.2173, -2.2180)  0.04
C (4.9779, 0.0473, 0.5715)  0.00
C (2.9554, 3.2347, 1.0285)  0.05
C (1.5101, 5.0130, 0.5147)  0.03
C (3.2156, -2.5654, 1.5653)  0.00
C (-2.7405, -0.1877, -1.1672)  0.05
C (3.5178, -3.9098, 1.3360)  0.00
C (0.7309, 2.8559, 0.5305)  0.08
C (4.9052, 1.1238, -1.9888)  0.00
C (-3.9819, -0.0169, -1.8758)  -0.02
C (2.2080, -2.4161, -0.5562)  0.01
C (-2.4027, -1.3023, -0.3360)  -0.03
C (-1.1601, 2.8156, -2.5091)  0.00
C (-1.8167, 3.2217, -4.8718)  0.00
C (1.0013, -0.1477, 3.2799)  0.00
C (3.2340, 0.7568, 3.3439)  0.00
C (-3.5976, 2.3538, -1.6311)  0.00
C (3.7359, 0.9791, -1.2662)  -0.01
C (2.0458, 0.3383, 5.3886)  0.00
C (-1.0912, -1.2930, 0.1982)  -0.17
C (0.9564, -0.1186, 4.6624)  0.00
C (2.5304, -1.7837, 0.6407)  0.03
H (-4.3247, -2.2703, -0.3553)  0.00
H (-1.0533, 4.6510, -1.3299)  0.00
H (7.0248, 0.8633, -1.9915)  0.00
H (4.0183, 1.1642, 5.2851)  0.00
H (-1.7044, 6.1796, -3.1344)  0.00
H (-3.5833, -4.1670, 1.0317)  0.00
H (-2.3286, 6.4470, -5.4491)  0.00
H (2.0164, 0.3459, 6.4674)  0.00
H (0.0701, -0.4615, 5.1727)  0.00
H (4.8733, 1.5228, -2.9900)  0.00
H (-5.2361, 1.4253, -2.8199)  0.00
H (-2.0357, 2.8519, -5.8647)  0.00
H (0.1428, -0.4714, 2.7038)  0.01
H (-0.1339, 2.5125, -2.2330)  0.01
H (3.9167, 2.8049, 1.2769)  0.00
H (-4.5376, -0.8932, -2.1644)  0.00
H (3.5930, 5.2955, 1.0447)  0.00
H (2.7881, 1.3020, -1.6944)  0.00
H (-1.3835, 1.3081, -4.0926)  0.00
H (-3.7785, 3.2954, -2.1638)  0.00
H (-1.2448, -4.2559, 1.8257)  0.00
H (5.0254, -0.3997, 1.5529)  0.00
H (7.0922, -0.0210, 0.3141)  0.00
H (1.2704, 6.0542, 0.3441)  0.00
H (0.2981, -2.4386, 1.3678)  0.02
H (-2.3967, 5.1079, -6.5452)  0.00
H (4.1269, 1.1013, 2.8473)  0.00